# 1
Computed, not measured: C72H63GaNO8 as an isolated structure at a distorted geometry, with ωB97M-V/def2-TZVPD.

Structure (XYZ):
```
145
Properties=species:S:1:pos:R:3:mulliken_charge:R:1
Ga -3.751 -2.100 -0.070 0.192
O 9.235 -2.866 -0.532 -0.687
O 16.553 -4.048 1.430 -0.703
O -8.698 1.832 -0.336 -0.663
O -10.212 6.708 -1.901 -0.695
O -16.158 6.501 6.531 -0.679
O 9.880 0.886 3.212 -0.692
O 20.067 -7.301 -0.932 -0.681
O -16.803 2.748 2.788 -0.679
N 3.153 -0.729 -1.041 0.441
C 16.918 -5.739 -0.159 0.198
C -13.145 4.118 -0.406 -0.557
C -18.726 6.186 5.472 -0.547
C -14.219 3.118 3.790 -0.467
C 9.737 0.046 2.331 0.801
C 17.841 -6.568 -0.795 0.408
C 15.562 -5.805 -0.506 -0.412
C 10.720 -1.736 0.893 0.109
C 5.900 -0.574 0.561 -0.198
C -19.978 5.993 4.887 -0.438
C 1.692 -1.839 -3.494 -0.346
C -6.682 3.597 -1.137 -0.712
C -15.318 3.879 4.213 0.166
C -3.288 -2.774 -3.949 -0.614
C 19.243 -3.745 2.133 -0.495
C -5.730 4.516 -1.583 -0.562
C 10.893 -0.737 1.851 0.116
C 21.509 -4.547 1.877 -0.445
C 9.388 -1.987 0.307 0.495
C -12.196 5.023 -0.884 -0.577
C -6.130 5.775 -2.029 -0.447
C 2.999 -2.242 -1.126 -0.879
C -20.138 5.041 3.881 -0.459
C -12.774 4.392 5.250 -0.508
C -10.853 4.641 -0.990 0.203
C 8.409 -0.191 1.731 0.242
C -17.629 5.424 5.050 0.187
C 2.622 1.789 -0.475 -0.489
C -15.145 4.877 5.170 0.272
C -4.883 -0.576 -4.299 -0.658
C -12.950 3.376 4.310 -0.527
C 21.071 -5.490 0.946 -0.559
C 19.266 -6.533 -0.411 0.604
C 7.312 0.572 2.153 -0.757
C -16.301 5.661 5.650 0.607
C 20.597 -3.670 2.465 -0.487
C -3.830 0.353 -1.920 -0.031
C 19.714 -5.557 0.601 0.178
C -3.446 -1.319 -4.706 -0.322
C 13.264 -1.223 1.930 -0.651
C -0.577 -3.311 -4.085 -0.589
C 6.060 0.378 1.567 -0.884
C 12.168 -0.476 2.366 -0.522
C -12.758 2.827 -0.046 -0.448
C 1.638 -2.587 -2.036 -0.118
C -10.463 3.358 -0.607 0.182
C 6.989 -1.345 0.149 -0.686
C -1.880 -2.944 -3.103 0.012
C 4.259 0.159 -1.640 -0.208
C -8.437 5.209 -1.556 0.454
C 17.415 -7.445 -1.801 -0.672
C -4.688 0.698 -3.278 -0.456
C 0.334 -1.986 -4.402 -0.499
C -8.040 3.942 -1.129 0.162
C -13.869 5.138 5.685 -0.578
C -4.720 -0.348 -0.716 -0.708
C 8.245 -1.157 0.739 0.128
C 2.196 0.210 -0.339 -0.406
C 15.140 -6.685 -1.504 -0.607
C 16.067 -7.497 -2.158 -0.413
C 18.799 -4.694 1.203 0.206
C 17.363 -4.775 0.868 0.462
C -9.042 2.960 -0.669 0.417
C -17.792 4.458 4.058 0.194
C -9.860 5.599 -1.513 0.570
C 4.034 1.773 -1.350 -0.475
C -19.049 4.269 3.468 -0.519
C 11.818 -2.497 0.471 -0.574
C 13.087 -2.239 0.991 -0.173
C -11.420 2.445 -0.145 -0.575
C -7.481 6.124 -2.017 -0.625
C -16.650 3.628 3.626 0.549
H -5.388 6.488 -2.383 0.385
H 1.669 -3.748 -2.210 0.347
H 13.940 -2.827 0.658 0.362
H -2.030 -3.887 -2.408 0.242
H 6.854 -2.089 -0.635 0.516
H 7.431 1.320 2.934 0.442
H -1.600 -2.020 -2.441 -0.318
H 14.255 -1.014 2.326 0.428
H -4.080 -2.445 1.477 -0.372
H 1.232 -0.101 0.246 0.320
H 2.063 2.750 -0.044 0.290
H -5.684 -1.322 -3.880 0.313
H 0.691 -2.075 -5.533 0.362
H -14.349 2.328 3.053 0.463
H 18.537 -3.059 2.599 0.460
H -12.098 2.788 3.977 0.441
H 20.940 -2.929 3.183 0.394
H -18.607 6.935 6.254 0.449
H 22.563 -4.494 2.141 0.387
H 14.834 -5.170 -0.005 0.482
H 11.689 -3.287 -0.266 0.467
H 18.132 -8.086 -2.311 0.450
H 3.946 -2.622 -1.744 0.282
H -2.521 -0.605 -4.580 0.064
H -4.176 1.601 -3.832 0.259
H -11.782 4.601 5.646 0.402
H -21.112 4.896 3.417 0.382
H -11.124 1.438 0.143 0.475
H 2.964 -2.766 -0.060 0.275
H -4.199 -2.841 -3.182 0.171
H -12.506 6.028 -1.168 0.448
H -3.525 -1.558 -5.873 0.339
H -7.785 7.110 -2.362 0.441
H -1.074 -3.628 -5.123 0.341
H -2.863 -0.263 -2.174 -0.122
H 21.789 -6.168 0.488 0.449
H -14.186 4.419 -0.317 0.442
H 2.629 -2.251 -4.090 0.146
H -19.183 3.526 2.684 0.453
H -5.336 -0.144 -5.313 0.314
H 4.926 -0.718 0.098 0.908
H -4.675 4.247 -1.583 0.442
H -3.439 -3.639 -4.745 0.368
H 5.211 0.974 1.894 0.426
H 12.313 0.311 3.103 0.444
H -4.787 0.363 0.240 0.199
H -5.779 1.026 -2.945 0.083
H -4.230 -3.278 -1.038 -0.212
H -20.827 6.589 5.213 0.386
H -2.180 -1.865 -0.345 -0.147
H -0.338 -1.030 -4.340 0.172
H 15.739 -8.173 -2.944 0.390
H -13.724 5.926 6.423 0.451
H 4.672 2.708 -1.669 0.294
H 0.690 -2.317 -1.400 0.060
H 1.868 -0.667 -3.350 0.081
H -6.362 2.615 -0.793 0.759
H -5.819 -0.610 -1.024 0.228
H 14.088 -6.732 -1.776 0.409
H -3.464 1.399 -1.476 0.197
H 0.018 -4.249 -3.715 0.223
H 5.203 -0.173 -2.260 0.289
H -13.499 2.118 0.317 0.481
```

The LUMO energy is -0.471 eV. Its HOMO energy is -4.58 eV. As for the spin multiplicity: 1. Its net charge is -1. As for the HOMO-LUMO gap: 4.1 eV.



# 2
Computed, not measured: C2H3BrCsFNO4S as an isolated structure at a distorted geometry, with ωB97M-V/def2-TZVPD.

Structure (XYZ):
```
14
Properties=species:S:1:pos:R:3:mulliken_charge:R:1
Cs -3.901 1.825 0.540 1.020
Br -0.297 2.482 0.332 -0.224
S -1.305 -0.674 0.250 1.199
F 1.027 1.307 -1.689 -0.217
O -0.003 -0.528 1.098 -0.299
O -2.430 -0.046 0.870 -0.595
O -0.783 0.140 -1.056 -0.299
O -1.555 -1.994 -0.179 -0.509
N 1.685 -1.126 -0.371 -0.633
C 0.331 0.882 -0.678 0.362
C 1.089 -0.007 0.300 0.174
H 2.655 -0.925 -0.584 0.269
H 1.706 -1.913 0.268 0.269
H 1.781 0.577 0.900 0.483
```

The LUMO energy is -3.250 eV. Its HOMO energy is -14.15 eV. As for the spin multiplicity: 1. Its net charge is +1. As for the HOMO-LUMO gap: 10.9 eV.



# 3
Computed, not measured: C4H14NO3 as an isolated structure at a distorted geometry, with ωB97M-V/def2-TZVPD.

Structure (XYZ):
```
22
Properties=species:S:1:pos:R:3:nbo_charge:R:1
O 1.632 1.910 2.302 -1.036
O 0.265 -1.612 0.874 -0.906
O 2.335 -0.418 1.428 -1.074
N -1.003 0.497 -1.234 -0.449
C -1.886 0.663 -2.402 -0.422
C -0.944 -0.891 0.975 -0.071
C 0.393 0.295 -1.707 -0.456
C -1.454 -0.689 -0.522 -0.238
H -0.626 -0.012 1.563 0.155
H -1.251 -1.713 -1.078 0.164
H 0.629 -0.793 -1.769 0.197
H 2.542 -0.064 0.568 0.438
H 0.912 0.677 -0.753 0.228
H -2.839 1.039 -2.054 0.194
H -1.653 1.449 -3.135 0.183
H -1.685 -1.460 1.474 0.130
H -1.877 -0.276 -3.019 0.158
H -2.572 -0.550 -0.500 0.160
H 2.054 0.959 2.251 0.515
H 0.863 1.906 1.717 0.454
H 1.294 -0.891 1.189 0.493
H 0.564 0.707 -2.714 0.184
```

The LUMO energy is 3.574 eV. Its HOMO energy is -4.05 eV. For the relative energy (zero: lowest compared OMol25 entry of this formula, charge and spin), the calculation gives 48.7 kcal per mole. As for the spin multiplicity: 1. Its net charge is -1. As for the HOMO-LUMO gap: 7.6 eV.



# 4
Computed, not measured: an isolated ion of composition C5H12N5 and charge +1 at a distorted geometry, with ωB97M-V/def2-TZVPD.

Structure (XYZ):
```
22
Properties=species:S:1:pos:R:3:nbo_charge:R:1
N 0.572 -0.927 0.213 -0.489
N 0.245 0.361 0.080 0.117
N -1.392 2.098 -0.119 -0.812
N 1.110 1.354 0.275 -0.295
N -1.919 -1.517 0.177 -0.764
C 2.329 1.039 0.154 0.151
C 1.756 -1.315 -0.016 -0.033
C 2.879 -0.344 -0.292 -0.547
C -2.164 -0.182 -0.378 -0.240
C -1.236 0.754 0.361 0.102
H -1.085 2.899 0.391 0.420
H 3.802 -0.499 0.390 0.268
H -2.080 -0.126 -1.385 0.229
H -3.242 0.151 -0.061 0.252
H -1.166 2.022 -1.100 0.375
H 3.117 1.832 0.185 0.211
H 3.137 -0.281 -1.297 0.267
H -2.743 -1.817 0.889 0.452
H -1.380 0.618 1.403 0.217
H 2.147 -2.325 0.176 0.209
H -1.844 -2.248 -0.559 0.442
H -0.843 -1.546 0.515 0.467
```

The LUMO energy (spin up / spin down) is -3.182 / -5.647 eV. Its HOMO energy (spin up / spin down) is -8.82 / -13.41 eV. For the relative energy (zero: lowest compared OMol25 entry of this formula, charge and spin), the calculation gives 26.3 kcal per mole. As for the spin multiplicity: 3. Its net charge is +1. The expectation value of S² is 2.013. As for the HOMO-LUMO gap (spin up / spin down): 5.6 / 7.8 eV.



# 5
Computed, not measured: a 17-piece molecular cluster, C54H61N17O10 overall at a distorted geometry, with ωB97M-V/def2-TZVPD.

Structure (XYZ):
```
142
Properties=species:S:1:pos:R:3:mulliken_charge:R:1
O 8.832 -0.494 -1.389 -0.608
O 6.814 -0.722 -2.060 -0.426
O -0.976 1.080 6.094 -0.559
O 4.482 -2.480 2.936 -0.630
O 2.125 3.634 -3.340 -0.626
O -4.108 -2.168 6.984 -0.620
O 4.114 4.271 -3.174 -0.641
O -0.404 0.167 7.945 -0.635
O -3.897 -4.026 5.885 -0.626
O 3.060 -0.928 2.372 -0.466
N -2.749 0.787 -0.791 -0.311
N -1.329 3.899 -0.422 -0.255
N 3.768 -1.901 2.112 1.076
N 0.342 -1.300 -4.284 -0.049
N -0.707 0.105 6.739 1.060
N -4.481 -1.464 -4.590 -0.443
N 3.027 4.628 3.509 -0.453
N 3.294 3.441 -3.423 1.148
N -1.248 -4.189 -2.587 -0.574
N -6.139 -0.523 0.161 -0.419
N -0.345 1.114 -6.758 -0.534
N 0.970 1.813 2.714 -0.524
N -7.149 3.640 4.591 -0.399
N 7.625 -0.196 -1.347 0.948
N -0.606 -2.814 0.598 -0.061
N -3.960 -2.801 5.989 1.169
N -7.339 2.723 -2.804 -0.525
C 2.980 0.942 -3.830 -0.328
C 0.061 -3.730 0.319 0.455
C 6.030 1.361 -0.289 0.219
C -0.866 1.509 -5.752 0.159
C -0.448 -1.683 -5.018 0.135
C -7.004 -1.368 -2.129 -0.850
C 3.013 -2.193 -0.323 -0.071
C -3.785 -1.968 4.732 -0.352
C -4.961 2.370 -1.819 0.091
C 7.140 0.606 -0.193 -0.175
C -6.271 2.551 -2.337 0.151
C 0.773 -4.917 -0.025 -1.278
C 4.839 -0.261 -4.796 -0.767
C -0.247 -2.559 4.113 -0.308
C -6.520 -0.877 -0.883 0.488
C -1.430 2.069 -4.567 -0.090
C 7.920 0.764 0.980 -0.411
C -2.136 6.108 0.608 -1.079
C 2.473 4.801 2.559 0.300
C -6.446 3.414 3.701 0.166
C 0.063 -3.692 4.946 -0.673
C 5.536 2.180 0.684 -0.782
C 3.582 -0.325 -4.209 -0.256
C -0.356 -1.301 4.662 0.211
C -3.448 -1.898 2.356 0.192
C 4.474 -3.299 -1.934 -0.705
C 1.848 5.045 1.255 -0.288
C -5.573 3.120 2.491 -0.354
C -3.207 -2.662 -1.558 0.821
C 3.933 -2.339 0.716 -0.217
C -1.590 0.684 -0.615 -0.154
C 0.073 -3.605 6.266 -0.589
C 6.314 2.387 1.821 -0.324
C -0.452 -1.216 6.049 -0.508
C 5.005 2.102 -4.503 -0.424
C -3.448 -0.509 2.432 0.256
C 3.774 2.098 -3.847 0.133
C -0.314 -2.376 6.831 -0.720
C -4.859 -1.199 -5.640 0.501
C 7.554 1.724 1.941 -0.716
C 2.838 1.347 4.515 -0.891
C -3.822 -0.624 4.805 -0.514
C -2.095 -3.519 -2.167 0.137
C -3.687 -2.593 3.530 -0.865
C 3.234 -2.648 -1.636 -1.092
C -3.650 0.122 3.645 -0.719
C 5.570 0.906 -4.932 -0.691
C 5.385 -3.477 -0.918 -0.767
C -0.207 0.475 -0.359 0.756
C -5.408 -0.808 -6.901 -0.999
C 5.113 -3.081 0.421 -0.361
C -1.684 4.900 0.026 0.367
C -1.449 -2.175 -5.911 -0.690
C 1.803 1.619 3.516 0.657
H 2.534 -2.493 -2.443 1.093
H -3.584 1.195 3.750 0.505
H -0.436 -0.493 3.950 1.012
H 2.421 0.910 5.423 0.230
H 1.831 4.043 0.826 -0.022
H -2.840 -1.979 -0.793 -0.490
H 2.073 -1.709 -0.103 0.644
H -8.086 -1.494 -2.132 0.370
H -0.723 2.703 -4.034 0.209
H 4.557 2.631 0.614 0.588
H -4.531 2.902 2.725 0.130
H -2.371 2.608 -4.677 0.394
H -2.102 -2.900 -5.426 0.340
H 0.035 -5.697 -0.214 0.399
H 5.368 1.402 -1.141 0.370
H -3.961 -0.152 5.766 0.512
H -4.306 1.680 -2.352 0.090
H 3.486 0.556 4.137 0.233
H -6.137 -0.001 -6.835 0.316
H -4.452 3.317 -1.642 0.290
H -3.102 6.288 0.137 0.326
H 0.497 -4.452 4.313 0.390
H -0.890 -2.569 -6.760 0.335
H -6.164 2.294 2.096 0.114
H 0.906 5.569 1.415 0.152
H -5.816 -1.705 -7.367 0.299
H -3.222 0.105 1.572 0.302
H -3.894 -3.369 -1.091 0.388
H 1.431 -4.798 -0.886 0.225
H 3.017 -1.221 -3.998 0.733
H 0.515 -4.484 6.712 0.439
H -0.274 0.001 0.620 -0.349
H -4.565 -0.497 -7.518 0.308
H 0.141 -0.179 -1.159 -0.110
H 0.304 1.438 -0.340 0.219
H -1.454 6.918 0.348 0.358
H -6.594 -2.372 -2.231 0.280
H 1.344 -5.177 0.866 0.383
H 5.861 -3.390 1.137 0.499
H -2.133 -1.370 -6.178 -0.049
H 8.152 1.936 2.815 0.403
H 6.040 3.038 2.638 0.448
H 5.280 -1.191 -5.122 0.387
H -1.677 1.163 -4.013 -0.134
H 5.609 2.996 -4.536 0.415
H -3.840 -3.640 3.310 0.372
H 6.125 -4.238 -1.115 0.436
H -3.575 -2.053 -2.384 -0.241
H -2.180 6.167 1.696 0.323
H 2.595 5.544 0.636 0.312
H -0.488 -2.609 3.062 0.280
H 8.848 0.221 1.086 0.463
H -6.798 -0.710 -2.973 0.165
H 6.408 1.053 -5.598 0.425
H 4.675 -3.668 -2.929 0.504
H -3.336 -2.493 1.461 0.213
H 3.321 2.277 4.814 0.374
H 2.052 0.986 -3.279 0.422
H -5.464 3.928 1.767 0.382
H -5.088 1.956 -0.819 -0.121
H -0.327 -2.322 7.909 0.510
```

The LUMO energy is -0.972 eV. Its HOMO energy is -9.37 eV. As for the spin multiplicity: 1. Its net charge is 0. As for the HOMO-LUMO gap: 8.4 eV.



Energy? In order: -145923.4156, -95939.2597, -12006.7857, -12817.3260, -102773.9612 eV.